Molecular formula: C3H13NO3
Method: DFT, the ωB97M-V functional and the def2-TZVPD basis

SMILES: CNCCO.O.O
Energy above the lowest of the compared OMol25 structures with the same formula, charge and spin: 0.836 eV

```
20
Properties=species:S:1:pos:R:3:mulliken_charge:R:1
C -0.911 0.334 2.115 -0.921
N -0.291 0.289 0.801 -0.178
C 1.067 0.904 0.773 -0.562
C 1.456 1.194 -0.655 -0.654
O 1.535 0.033 -1.423 -0.494
H -1.429 -0.617 2.339 0.281
H -0.254 0.486 2.941 0.380
H -1.772 1.010 2.157 0.328
H -0.842 0.838 0.149 0.190
H 1.714 0.124 1.182 0.315
H 1.050 1.835 1.321 0.427
H 2.449 1.647 -0.683 0.327
H 0.736 1.882 -1.057 0.367
H 0.673 -0.285 -1.725 0.340
H -0.756 -1.550 0.286 0.341
H 0.004 -2.409 -0.706 0.337
O -0.901 -2.215 -0.424 -0.813
H -1.177 -1.402 -1.719 0.422
H -1.484 -1.200 -3.173 0.289
O -0.867 -0.898 -2.498 -0.722
```

---

Molecular formula: C6H9BrIO3P
Method: DFT, the ωB97M-V functional and the def2-TZVPD basis

Energy above the lowest of the compared OMol25 structures with the same formula, charge and spin: 0.000 eV

```
21
Properties=species:S:1:pos:R:3:mulliken_charge:R:1
C 2.487 0.753 0.612 -1.152
P 1.304 0.296 -0.714 0.323
C 1.334 -1.547 -0.641 -1.112
C -0.388 0.669 0.020 -0.151
I -0.381 2.728 0.675 0.158
C -0.848 -0.207 1.206 -0.521
C -2.173 -0.790 0.806 0.383
O -2.979 -1.352 1.470 -0.546
O -2.350 -0.595 -0.539 -0.305
C -1.570 0.459 -1.029 0.383
O -2.402 1.534 -1.186 -0.491
Br -0.991 -0.128 -2.823 -0.170
H 2.298 1.780 0.912 0.341
H 2.484 0.121 1.503 0.346
H 3.473 0.718 0.148 0.374
H 1.527 -1.909 -1.650 0.337
H 2.129 -1.904 0.015 0.375
H 0.393 -1.990 -0.316 0.376
H -1.005 0.368 2.115 0.337
H -0.139 -1.004 1.423 0.317
H -2.202 1.997 -2.007 0.401
```

---

Molecular formula: C23H23N3O6S
Method: DFT, the ωB97M-V functional and the def2-TZVPD basis

SMILES: CCN(C(=O)COC(=O)c1nn(-c2ccccc2)c(=O)c2ccccc12)[C@@H]1CCS(=O)(=O)C1
Energy above the lowest of the compared OMol25 structures with the same formula, charge and spin: 0.626 eV

```
56
Properties=species:S:1:pos:R:3:mulliken_charge:R:1
C 3.984 1.795 -0.310 -0.930
H 4.586 1.771 0.594 0.353
H 2.961 2.017 -0.017 0.104
H 4.354 2.597 -0.943 0.370
C 4.059 0.460 -1.059 -1.051
N 3.210 -0.558 -0.469 0.224
C 1.870 -0.624 -0.658 0.889
O 1.164 -1.431 -0.090 -0.699
C 1.244 0.342 -1.678 -0.558
H 1.259 -0.118 -2.668 0.239
H 1.738 1.315 -1.695 0.374
O -0.123 0.516 -1.353 -0.187
C -0.329 1.084 -0.162 0.538
O 0.573 1.490 0.535 -0.672
C -1.775 1.172 0.156 0.217
N -2.563 1.065 -0.865 -0.824
N -3.875 1.127 -0.748 0.543
C -4.554 1.264 0.469 0.593
O -5.766 1.254 0.527 -0.667
C -3.675 1.399 1.632 -0.152
C -4.251 1.561 2.893 -0.599
C -3.451 1.683 4.006 -0.558
C -2.064 1.641 3.874 -0.623
C -1.477 1.479 2.639 -0.592
C -2.274 1.359 1.496 0.754
H -0.405 1.446 2.537 0.565
H -1.442 1.734 4.753 0.433
H -3.895 1.810 4.982 0.403
H -5.328 1.585 2.962 0.483
C -4.571 0.964 -1.977 0.404
C -5.753 1.642 -2.241 -0.333
C -6.386 1.451 -3.457 -0.668
C -5.845 0.602 -4.407 -0.402
C -4.656 -0.059 -4.144 -0.662
C -4.017 0.118 -2.932 -0.251
H -3.090 -0.387 -2.710 0.488
H -4.228 -0.719 -4.883 0.370
H -6.348 0.457 -5.352 0.383
H -7.308 1.974 -3.661 0.365
H -6.178 2.306 -1.508 0.401
C 3.798 -1.542 0.429 -0.509
C 4.703 -2.534 -0.297 -0.728
H 4.186 -3.430 -0.620 0.342
H 5.240 -2.089 -1.129 0.410
S 5.954 -3.003 0.956 1.197
O 7.206 -2.392 0.602 -0.655
O 5.948 -4.418 1.190 -0.671
C 5.214 -2.075 2.340 -0.917
C 4.599 -0.922 1.583 -0.563
H 5.411 -0.306 1.194 0.332
H 3.946 -0.308 2.204 0.371
H 5.993 -1.781 3.034 0.474
H 4.483 -2.716 2.822 0.416
H 2.944 -2.081 0.856 0.390
H 3.775 0.596 -2.106 0.595
H 5.086 0.092 -1.050 0.454
```

---

Molecular formula: C38H100N10O9
Method: DFT, the ωB97M-V functional and the def2-TZVPD basis

SMILES: CC1(C)CCCC(C)(C)N1O.COC[C@H](C)N.COC[C@H](C)N.COC[C@H](C)N.COC[C@H](C)N.COC[C@H](C)N.COC[C@H](C)N.COC[C@H](C)N.NC(N)=O

```
157
Properties=species:S:1:pos:R:3:mulliken_charge:R:1
C 3.003 0.125 -3.077 -1.432
C 3.462 -1.313 -3.052 1.736
C 4.551 -1.363 -4.157 -1.391
C 5.319 -2.637 -4.175 -0.730
C 6.083 -2.862 -2.871 -1.057
C 5.090 -2.780 -1.663 1.231
N 4.105 -1.675 -1.758 -0.059
O 3.279 -1.541 -0.584 1.046
C 4.352 -4.145 -1.319 -1.517
C 6.126 -2.291 -0.494 -1.768
C 2.329 -2.205 -3.449 -1.206
H 3.808 0.756 -2.701 0.444
H 2.071 0.161 -2.512 -0.217
H 2.772 0.542 -4.058 0.395
H 4.167 -1.121 -5.147 0.502
H 5.343 -0.629 -4.009 0.347
H 6.172 -2.603 -4.853 0.483
H 4.758 -3.496 -4.544 0.301
H 6.820 -2.064 -2.959 0.359
H 6.600 -3.820 -2.926 0.373
H 3.475 -4.337 -1.937 0.289
H 4.871 -5.090 -1.483 0.396
H 3.914 -4.205 -0.323 0.254
H 6.657 -1.405 -0.841 0.414
H 5.701 -1.978 0.460 0.323
H 6.872 -3.057 -0.279 0.505
H 1.491 -2.323 -2.762 -0.382
H 2.623 -3.252 -3.512 0.309
H 1.888 -1.853 -4.382 0.532
H 3.766 -1.103 0.118 -0.212
C 0.286 0.260 1.148 0.394
O 1.105 0.378 1.988 -0.439
N -0.953 -0.060 1.425 2.338
N 0.486 0.367 -0.091 1.231
H -1.135 -0.036 2.418 -0.883
H -1.693 -0.327 0.791 -0.767
H 1.431 0.431 -0.442 -0.323
H -0.321 0.349 -0.698 -0.834
C 4.820 1.408 0.385 -1.000
C 5.391 0.859 1.648 0.722
C 5.400 1.882 2.761 -0.888
O 6.552 2.701 2.605 -0.344
C 7.008 3.421 3.755 -0.845
N 4.604 -0.232 2.198 -0.377
H 4.966 0.650 -0.384 0.047
H 5.430 2.187 -0.072 0.483
H 3.780 1.722 0.465 0.013
H 6.375 0.411 1.512 0.331
H 5.685 1.385 3.689 0.479
H 4.517 2.477 2.994 0.411
H 7.658 2.791 4.361 0.318
H 6.274 3.962 4.353 0.306
H 7.711 4.185 3.423 0.283
H 4.798 -0.492 3.155 0.364
H 3.691 0.197 2.242 -0.385
C 0.203 -4.428 -0.868 -1.508
C -0.201 -3.181 0.024 2.816
C -1.439 -3.611 0.793 -1.077
O -2.506 -3.833 -0.140 -0.477
C -3.793 -3.839 0.248 -0.890
N 1.014 -3.008 0.819 -0.795
H 1.159 -4.189 -1.335 0.103
H -0.431 -4.618 -1.734 0.299
H 0.145 -5.388 -0.355 0.409
H -0.434 -2.290 -0.559 -0.690
H -1.654 -2.861 1.554 -0.065
H -1.306 -4.518 1.383 0.632
H -4.244 -3.785 -0.743 0.280
H -4.226 -2.948 0.703 0.183
H -3.976 -4.790 0.747 0.327
H 1.220 -2.030 0.965 0.289
H 1.874 -3.165 0.315 -0.241
C -5.939 0.022 0.116 -1.554
C -4.579 0.499 0.592 3.451
C -4.531 2.030 0.886 -0.584
O -4.718 2.644 -0.365 -0.604
C -4.942 4.080 -0.312 -0.979
N -4.258 -0.422 1.682 -0.249
H -6.309 0.701 -0.652 0.370
H -6.802 -0.046 0.779 0.412
H -5.888 -0.903 -0.458 0.258
H -3.857 0.291 -0.199 -2.551
H -3.585 2.390 1.290 -0.221
H -5.310 2.377 1.565 0.711
H -4.799 4.671 -1.217 0.274
H -4.277 4.459 0.464 0.290
H -5.927 4.371 0.052 0.354
H -3.333 -0.280 2.060 -0.351
H -4.881 -0.321 2.470 0.361
C -0.590 3.716 1.252 -0.870
C -0.177 4.209 2.677 0.448
C -1.322 4.537 3.641 -1.242
O -1.938 3.323 3.964 0.020
C -3.255 3.529 4.410 -1.069
N 0.777 3.263 3.258 -0.721
H 0.286 3.621 0.611 0.404
H -1.344 4.320 0.747 0.451
H -0.882 2.667 1.215 -0.265
H 0.229 5.178 2.387 0.319
H -1.972 5.298 3.210 0.552
H -1.010 5.150 4.487 0.391
H -3.469 4.074 5.330 0.247
H -3.797 2.584 4.409 0.354
H -3.877 4.073 3.700 0.375
H 0.396 3.062 4.172 0.268
H 0.835 2.349 2.833 0.161
C -1.149 0.516 6.496 -1.506
C -0.990 -0.159 5.063 1.010
C -0.709 -1.672 4.995 -0.500
O 0.594 -1.963 5.561 -0.523
C 1.748 -1.605 4.791 -0.410
N -2.038 0.184 4.140 -0.251
H -1.910 0.016 7.096 0.350
H -1.406 1.574 6.526 0.362
H -0.204 0.606 7.031 0.385
H -0.116 0.305 4.605 -0.576
H -0.684 -2.109 3.997 0.128
H -1.496 -2.129 5.595 0.423
H 1.886 -0.524 4.814 0.197
H 1.616 -1.997 3.782 0.120
H 2.687 -2.049 5.120 0.355
H -2.887 -0.193 4.536 0.351
H -2.210 1.178 4.197 -0.118
C -1.566 -1.365 -3.660 -1.546
C -2.940 -1.140 -2.990 1.330
C -4.189 -1.876 -3.455 -0.920
O -4.140 -2.040 -4.893 -0.312
C -5.282 -2.496 -5.466 -0.862
N -2.796 -1.328 -1.559 1.368
H -1.645 -1.214 -4.736 0.568
H -1.217 -2.368 -3.416 0.447
H -0.751 -0.761 -3.260 -0.036
H -3.047 -0.060 -3.089 -0.641
H -5.131 -1.522 -3.037 0.452
H -4.186 -2.918 -3.135 0.349
H -5.310 -3.580 -5.355 0.284
H -5.271 -2.201 -6.515 0.257
H -6.183 -2.039 -5.057 0.347
H -2.569 -2.233 -1.174 0.074
H -3.411 -0.773 -0.981 -1.115
C -0.221 2.830 -2.690 -1.256
C -1.672 3.231 -2.405 0.111
C -2.526 3.207 -3.710 -0.915
O -2.336 1.956 -4.404 -0.146
C -3.033 1.730 -5.694 -0.910
N -2.213 2.236 -1.469 0.768
H 0.253 3.677 -3.185 0.538
H -0.276 1.965 -3.351 0.284
H 0.378 2.502 -1.841 0.058
H -1.769 4.204 -1.921 0.590
H -2.425 4.067 -4.373 0.549
H -3.605 3.174 -3.561 0.359
H -2.931 0.672 -5.934 0.201
H -2.680 2.304 -6.551 0.312
H -4.116 1.771 -5.583 0.371
H -3.078 2.533 -1.041 0.034
H -2.542 1.529 -2.110 -0.504
```

---

Molecular formula: C39H39N2
Method: DFT, the ωB97M-V functional and the def2-TZVPD basis

Total charge: +1

```
80
Properties=species:S:1:pos:R:3:mulliken_charge:R:1
C -6.668 -0.025 3.127 -1.035
N -5.481 -0.654 3.669 0.114
C -5.685 -1.824 4.494 -0.983
C -4.242 -0.264 3.274 1.238
C -4.095 0.693 2.235 -0.925
C -2.898 0.761 1.539 -0.721
C -1.836 -0.108 1.855 0.931
C -0.785 -0.372 0.812 1.553
C 0.043 -1.566 1.156 -1.048
C 1.377 -1.183 1.358 -0.078
C 2.306 -2.113 1.819 -0.147
C 1.858 -3.413 2.093 -0.951
C 0.527 -3.792 1.866 -1.232
C -0.408 -2.855 1.406 0.869
C 1.479 0.265 1.130 0.234
C 0.209 0.750 0.759 -0.149
C -0.028 2.103 0.616 0.207
C 1.063 2.978 0.736 -1.137
C 2.321 2.509 1.116 -1.024
C 2.518 1.152 1.374 -0.055
C -1.879 -0.774 3.097 -0.429
C -3.071 -0.874 3.795 -1.064
H -6.629 0.050 2.034 0.401
H -7.531 -0.629 3.413 0.289
H -6.793 0.990 3.528 0.325
H -5.083 -1.762 5.410 0.340
H -6.746 -1.859 4.754 0.323
H -5.412 -2.757 3.973 0.334
H -4.944 1.294 1.908 0.492
H -2.818 1.464 0.706 0.169
H 3.339 -1.797 1.967 0.551
H 2.552 -4.153 2.492 0.434
H 0.198 -4.813 2.057 0.473
H -1.450 -3.118 1.224 0.527
H -1.039 2.472 0.432 0.212
H 0.902 4.040 0.573 0.446
H 3.157 3.204 1.223 0.402
H 3.462 0.755 1.743 0.505
H -0.988 -1.259 3.501 0.531
H -3.121 -1.474 4.697 0.254
C 4.046 4.551 -2.653 -0.563
C 4.935 3.761 -1.937 -0.902
C 4.650 2.401 -1.660 0.913
C 5.521 1.605 -0.878 -0.821
C 5.210 0.287 -0.584 -1.216
C 4.047 -0.289 -1.116 -0.198
C 3.185 0.435 -1.930 0.220
C 2.060 -0.300 -2.608 -1.259
C 0.643 0.217 -2.291 -0.250
C -0.264 0.169 -3.530 -1.290
C -1.101 -1.129 -3.503 -0.009
C -0.222 -2.302 -3.032 -1.123
C 0.075 -2.079 -1.566 -1.610
N -0.037 -0.623 -1.258 0.268
C -1.460 -0.271 -1.265 0.227
C -2.169 -0.913 -2.421 -1.290
C 3.437 1.821 -2.188 0.982
C 2.569 2.648 -2.940 -0.260
C 2.847 3.995 -3.143 -1.046
H 4.271 5.602 -2.851 0.400
H 5.878 4.175 -1.570 0.386
H 6.436 2.062 -0.495 0.396
H 5.866 -0.316 0.044 0.434
H 3.798 -1.328 -0.889 0.503
H 2.188 -0.236 -3.707 0.409
H 2.137 -1.365 -2.353 0.681
H 0.670 1.225 -1.860 0.776
H -0.912 1.059 -3.517 0.421
H 0.341 0.219 -4.443 0.552
H -1.551 -1.327 -4.479 0.462
H -0.754 -3.258 -3.124 0.575
H 0.702 -2.389 -3.609 0.334
H -0.679 -2.582 -0.958 0.920
H 1.056 -2.453 -1.245 0.433
H -1.745 -0.678 -0.245 -0.556
H -1.569 0.819 -1.248 0.315
H -2.959 -0.232 -2.744 0.490
H -2.626 -1.852 -2.091 0.438
H 1.660 2.219 -3.368 0.242
H 2.139 4.606 -3.706 0.440
```

---

Molecular formula: C3H13N2O
Method: DFT, the ωB97M-V functional and the def2-TZVPD basis

Energy above the lowest of the compared OMol25 structures with the same formula, charge and spin: 0.199 eV
Total charge: +1

```
19
Properties=species:S:1:pos:R:3:mulliken_charge:R:1
C -0.041 -1.511 -0.169 -0.613
C -0.907 -0.835 0.907 -0.393
C -0.841 0.703 0.880 -0.622
N -1.591 1.216 -0.268 -0.592
N 0.371 -0.516 -1.221 -0.162
H -0.579 -2.294 -0.689 0.367
H 0.851 -1.987 0.238 0.310
H -1.928 -1.158 0.739 0.272
H -0.591 -1.124 1.898 0.386
H -1.187 1.057 1.848 0.417
H 0.197 1.019 0.780 0.204
H -2.591 1.196 -0.108 0.222
H -0.417 0.155 -1.329 0.408
H -1.345 2.171 -0.495 0.206
H 0.607 -0.911 -2.128 0.404
H 1.218 -0.013 -0.912 0.220
H 3.341 1.079 -0.647 0.334
H 2.679 1.158 0.730 0.326
O 2.755 0.593 -0.052 -0.696
```

---

Molecular formula: C5H11OP
Method: DFT, the ωB97M-V functional and the def2-TZVPD basis

SMILES: C=C[P@@H](=O)C(C)C
Energy above the lowest of the compared OMol25 structures with the same formula, charge and spin: 1.583 eV

```
18
Properties=species:S:1:pos:R:3:mulliken_charge:R:1
C 2.527 -2.051 -0.741 -0.674
C 1.987 -1.098 0.063 -0.111
C -1.703 0.628 1.380 -1.160
C -0.632 1.267 -0.776 -1.313
C -0.411 0.767 0.659 0.295
O 0.211 -1.716 2.130 -0.655
P 0.296 -1.074 0.672 0.423
H 3.591 -2.019 -1.024 0.251
H 2.045 -2.615 -1.462 0.325
H 2.663 -0.610 0.730 0.273
H -2.067 -0.495 1.320 0.259
H -1.666 1.062 2.393 0.250
H -2.455 1.213 0.913 0.407
H -1.138 2.247 -0.728 0.404
H -1.298 0.468 -1.345 0.265
H 0.274 1.422 -1.336 0.387
H 0.305 1.441 1.269 0.316
H -0.534 -1.598 -0.250 0.058
```

---

Molecular formula: C2H9NO
Method: DFT, the ωB97M-V functional and the def2-TZVPD basis

SMILES: CCN.O
Energy above the lowest of the compared OMol25 structures with the same formula, charge and spin: 0.272 eV

```
13
Properties=species:S:1:pos:R:3:mulliken_charge:R:1
C -0.331 -1.454 1.560 -1.013
C 0.187 -0.177 0.906 -0.239
N -0.892 0.696 0.427 -0.618
H -1.123 -1.838 0.946 0.351
H 0.470 -2.194 1.576 0.294
H -0.609 -1.256 2.573 0.254
H 0.806 0.337 1.627 0.269
H 0.854 -0.496 0.091 0.204
H -0.586 1.224 -0.380 0.271
H -1.613 0.065 0.083 0.231
H 1.117 0.996 -2.857 0.319
H 1.177 2.380 -3.405 0.319
O 0.542 1.717 -3.145 -0.642
```

---

Taking the records one at a time from the top gives HOMO-LUMO gap values of 10.30; 8.84; 8.40; 8.29; 5.61; 10.99; 9.98; 9.97 eV.